[1]
A single C16H22ClN3OS molecule. Source: the OMol25 dataset; level of theory: wB97M-V/def2-TZVPD.

Results
LUMO = 0.590 eV
Relative energy (zero: lowest compared OMol25 entry of this formula, charge and spin) = 0.145 eV
Orbital gap = 9.1 eV
2S+1 = 1
Charge = 0

Geometry (Å):
Cl  1.92  3.01  -1.94
S  1.49  -1.58  -3.86
O  -1.04  1.82  -1.33
N  -0.96  -0.39  -0.95
N  -0.46  -0.63  -2.24
N  0.83  -2.38  -1.45
C  -3.55  0.68  2.48
C  1.86  -3.28  -1.85
C  -1.58  1.02  0.89
C  2.67  0.08  0.65
C  0.55  -1.52  -2.34
C  -4.15  2.05  4.51
C  2.70  -2.63  -2.97
C  3.37  -0.69  -1.52
C  3.86  -1.78  -2.43
C  2.25  1.28  0.11
C  2.97  0.53  -2.06
C  -3.07  0.68  1.03
C  3.23  -0.89  -0.15
C  -1.15  0.90  -0.55
C  2.42  1.50  -1.25
C  -3.54  2.07  3.12
H  -4.10  2.76  2.49
H  -4.13  3.04  4.96
H  2.49  -3.52  -0.99
H  -3.60  1.37  5.16
H  -3.65  1.39  0.45
H  1.80  2.04  0.73
H  3.09  0.72  -3.12
H  -2.51  2.44  3.19
H  -1.41  2.05  1.20
H  -5.19  1.71  4.47
H  -0.98  0.36  1.52
H  -2.93  0.00  3.07
H  4.55  -2.44  -1.90
H  1.40  -4.21  -2.21
H  -4.57  0.30  2.50
H  3.08  -3.37  -3.67
H  -0.41  0.24  -2.77
H  4.39  -1.34  -3.28
H  3.57  -1.82  0.29
H  -0.82  -1.16  -0.32
H  -3.24  -0.32  0.60
H  2.56  -0.09  1.71


[2]
3 unconnected molecules or ions with the total composition C3H14NO2. Source: the OMol25 dataset; level of theory: wB97M-V/def2-TZVPD.

Results
LUMO = -3.064 eV
Relative energy (zero: lowest compared OMol25 entry of this formula, charge and spin) = 2.468 eV
Orbital gap = 12.6 eV
2S+1 = 1
Charge = +1

Geometry (Å):
O  -1.40  2.05  1.07
O  -3.45  0.92  -0.68
N  0.44  0.75  -0.04
C  1.08  -1.37  1.20
C  2.24  -1.17  -1.24
C  1.01  -0.93  -0.26
H  1.99  -2.04  -1.79
H  -0.43  0.81  0.62
H  2.01  -2.01  1.47
H  1.11  1.55  0.22
H  2.65  -0.41  -1.74
H  1.10  -0.45  1.92
H  3.14  -1.44  -0.59
H  -4.27  1.29  -1.06
H  0.08  1.05  -0.99
H  -1.82  2.30  1.89
H  0.18  -1.92  1.49
H  0.10  -1.19  -0.69
H  -3.48  0.10  -1.27
H  -2.31  2.11  0.48


[3]
A molecular structure, C72H63F3N9O3P3S2Se2Sn. Source: the OMol25 dataset; level of theory: wB97M-V/def2-TZVPD.

Results
LUMO = -0.482 eV
Orbital gap = 6.8 eV
2S+1 = 1
Charge = 0

Geometry (Å):
Sn  0.20  0.02  0.13
Se  -6.12  -0.20  4.48
Se  1.22  1.89  2.36
S  1.81  -3.41  3.96
S  0.11  -1.53  2.53
P  -0.34  1.73  3.79
P  -4.16  0.40  4.91
P  -2.19  -3.19  -0.58
F  -3.53  0.67  -6.79
F  -2.13  2.30  -7.01
F  -1.41  0.26  -7.05
O  2.53  1.40  -0.94
O  -1.56  -1.84  -0.67
O  5.17  4.01  -1.40
N  -1.52  1.11  -2.26
N  2.42  -2.62  1.55
N  -0.80  2.92  -0.09
N  3.17  3.83  0.56
N  -3.72  0.23  2.29
N  -1.75  0.92  1.74
N  2.11  -2.17  0.31
N  -2.92  0.49  1.29
N  1.48  -1.98  -2.37
C  4.33  3.02  0.57
C  -1.82  1.00  3.09
C  3.69  -2.70  -2.91
C  2.17  4.41  -2.89
C  -1.43  5.56  3.19
C  1.50  0.38  5.40
C  1.53  -2.48  2.50
C  -0.84  6.25  4.24
C  5.33  3.09  -0.42
C  1.25  0.11  7.77
C  0.27  1.02  5.35
C  6.44  2.26  -0.33
C  -0.13  4.17  5.21
C  -3.93  3.67  7.41
C  3.10  1.79  -3.21
C  -0.72  3.48  4.16
C  3.34  -2.83  -4.25
C  2.42  4.21  -0.47
C  1.11  -5.08  -1.93
C  -0.20  5.55  5.25
C  -3.01  0.63  -4.07
C  -1.61  -5.64  -1.89
C  1.15  -2.14  -3.64
C  -5.93  -4.19  -1.90
C  -2.34  -2.49  7.97
C  -3.36  -0.70  6.11
C  6.62  1.43  0.76
C  -6.15  -3.25  -2.91
C  -2.19  -5.43  2.82
C  -5.17  -2.30  -3.19
C  -0.87  1.62  -4.50
C  2.96  2.62  -4.28
C  -0.73  -6.54  -2.46
C  0.64  -6.27  -2.48
C  -3.77  -3.23  -1.47
C  -4.19  2.06  5.64
C  -1.82  -4.88  1.60
C  2.42  3.93  -4.14
C  -4.81  4.36  5.28
C  -4.69  3.06  4.81
C  3.26  -4.41  3.52
C  -3.10  0.53  3.45
C  2.42  3.62  -1.74
C  -3.84  2.37  6.95
C  2.73  -2.29  -1.99
C  3.03  -2.32  -0.56
C  -3.50  -1.78  8.26
C  -1.14  -4.44  -1.36
C  -2.08  1.12  -4.97
C  6.20  4.15  -2.36
C  -3.71  -3.38  1.71
C  -3.34  -4.99  3.46
C  -4.42  4.67  6.57
C  -2.21  -1.42  5.82
C  0.03  0.77  7.73
C  -1.38  4.18  3.15
C  5.69  1.43  1.79
C  2.70  2.19  -1.88
C  -2.59  -3.86  1.05
C  4.56  2.22  1.69
C  2.03  -2.57  -4.62
C  -0.46  1.22  6.51
C  -2.30  1.09  -6.45
C  -0.65  1.60  -3.13
C  -4.02  -0.89  7.33
C  1.99  -0.07  6.61
C  -4.75  -4.18  -1.19
C  -2.68  0.65  -2.72
C  -4.09  -3.95  2.91
C  -1.70  -2.31  6.75
C  -3.99  -2.29  -2.48
C  0.22  -4.17  -1.38
H  -4.97  -3.59  3.43
H  -7.07  -3.26  -3.47
H  0.28  1.97  -2.72
H  -3.21  -1.57  -2.68
H  1.32  -6.98  -2.92
H  -1.40  1.76  6.47
H  -0.12  2.01  -5.17
H  -1.03  3.58  -0.83
H  -3.64  3.91  8.42
H  -1.64  2.40  0.12
H  0.28  6.09  6.06
H  -4.01  -1.93  9.20
H  7.18  2.27  -1.12
H  3.97  -3.79  2.98
H  -5.20  5.13  4.63
H  2.17  -4.86  -1.94
H  -3.97  0.26  -4.40
H  0.41  3.62  5.98
H  1.64  -0.24  8.72
H  -0.80  -2.86  6.52
H  6.31  3.24  -2.97
H  -1.60  -6.22  3.26
H  -3.64  -5.44  4.39
H  -4.30  -2.57  1.30
H  1.71  -2.70  -5.65
H  -5.34  -1.57  -3.97
H  1.79  5.07  -0.29
H  2.82  4.05  1.49
H  -6.70  -4.92  -1.67
H  -1.93  6.11  2.39
H  3.82  2.21  2.47
H  4.02  -2.67  -0.26
H  4.70  -2.92  -2.58
H  -5.00  2.80  3.80
H  2.95  -0.57  6.65
H  5.89  4.97  -3.00
H  -3.50  1.58  7.62
H  1.87  5.44  -2.75
H  -0.54  0.93  8.63
H  0.56  -3.24  -0.95
H  -2.68  -5.86  -1.88
H  -4.49  5.68  6.93
H  -0.88  7.33  4.27
H  2.07  0.25  4.49
H  -4.94  -0.36  7.53
H  2.95  -5.25  2.90
H  -0.94  -5.24  1.08
H  3.69  -4.77  4.45
H  -1.10  -7.46  -2.88
H  5.84  0.80  2.66
H  4.08  -3.13  -4.98
H  -1.94  -3.19  8.69
H  -1.82  3.64  2.32
H  3.51  0.79  -3.31
H  7.16  4.39  -1.89
H  -4.59  -4.90  -0.39
H  -1.71  -1.29  4.87
H  3.25  2.28  -5.26
H  7.50  0.80  0.81
H  -0.55  3.44  0.74
H  -3.37  0.28  -1.97
H  2.27  4.55  -5.01
H  0.11  -1.94  -3.88


[4]
2 unconnected molecules or ions with the total composition C3H8ClNO. Source: the OMol25 dataset; level of theory: wB97M-V/def2-TZVPD.

Results
LUMO (spin up / spin down) = 0.623 / -3.032 eV
Relative energy (zero: lowest compared OMol25 entry of this formula, charge and spin) = 2.312 eV
Orbital gap (spin up / spin down) = 5.1 / 7.1 eV
2S+1 = 3
Charge = 0

Geometry (Å):
Cl  -1.90  0.45  1.88
O  -2.01  1.08  -0.67
N  -0.35  -0.35  -0.13
C  0.20  -0.31  -1.46
C  0.50  -1.09  0.83
C  -1.41  0.40  0.13
H  0.17  -1.31  -2.07
H  0.92  -1.93  0.25
H  -0.44  0.29  -2.03
H  -0.06  -1.52  1.75
H  1.42  -0.37  1.17
H  1.09  2.08  1.01
H  0.67  2.64  0.70
H  1.19  -0.07  -1.37